[1]
DFT (ωB97M-V with the def2-TZVPD basis set) results for the molecule C5H8N2O2.

## Properties
- relative energy (zero: lowest compared OMol25 entry of this formula, charge and spin) (eV) = 3.988
- net charge = 0
- HOMO (spin up / spin down) (eV) = -7.52 / -7.52
- structure (SMILES) = C=C(C(N)=O)/C(N)=C\O
- gap between HOMO and LUMO (spin up / spin down) (eV) = 7.7 / 7.7
- lowest unoccupied orbital energy (spin up / spin down) (eV) = 0.14 / 0.14

Geometry (Å):
C (1.072, -0.233, -0.584)
C (-0.731, -0.249, 0.848)
C (0.033, 0.750, 0.125)
N (0.964, -0.106, -1.995)
N (-0.936, -0.083, 2.180)
C (-0.612, -1.502, 0.220)
C (-0.049, 2.069, 0.150)
O (-1.188, -1.767, -1.001)
O (2.130, -0.544, -0.044)
H (-0.753, -1.184, -1.653)
H (1.782, -0.448, -2.474)
H (0.609, 0.767, -2.353)
H (-1.139, -0.922, 2.706)
H (-0.352, 0.581, 2.672)
H (-0.669, -2.373, 0.860)
H (-0.793, 2.559, 0.765)
H (0.633, 2.685, -0.422)

=====

[2]
DFT (ωB97M-V with the def2-TZVPD basis set) results for a structure of composition C5H11NO2.

## Properties
- relative energy (zero: lowest compared OMol25 entry of this formula, charge and spin) (eV) = 4.530
- net charge = 0
- HOMO (eV) = -8.21
- gap between HOMO and LUMO (eV) = 8.9
- lowest unoccupied orbital energy (eV) = 0.65

Geometry (Å):
C (-1.905, 0.568, 0.627)
C (-1.630, -0.781, 1.101)
H (-0.554, -1.043, 0.676)
H (-1.738, 1.376, 1.336)
H (-2.796, 0.697, 0.021)
H (-0.790, 0.798, -0.094)
H (-1.587, -0.890, 2.181)
H (-2.218, -1.562, 0.627)
C (0.630, -1.077, -0.573)
C (0.641, 0.772, -0.466)
N (1.696, -1.587, 0.094)
C (0.897, 1.387, -1.626)
O (1.283, 1.110, 0.707)
O (0.107, -1.581, -1.536)
H (1.723, 1.963, 0.602)
H (2.133, -1.030, 0.809)
H (2.146, -2.415, -0.265)
H (1.537, 2.258, -1.690)
H (0.426, 1.040, -2.531)

=====

[3]
DFT (ωB97M-V with the def2-TZVPD basis set) results for a cluster of 2 separate species, CH5NOS in total.

## Properties
- relative energy (zero: lowest compared OMol25 entry of this formula, charge and spin) (eV) = 0.448
- net charge = 0
- HOMO (eV) = -9.88
- structure (SMILES) = NC=O.S
- gap between HOMO and LUMO (eV) = 10.6
- lowest unoccupied orbital energy (eV) = 0.71

Geometry (Å):
S (2.350, -0.776, 0.135)
H (3.378, -0.395, 0.903)
H (2.678, -1.766, -0.698)
C (-1.281, 0.111, -0.570)
N (-1.444, 0.810, 0.586)
O (-1.980, -0.786, -0.963)
H (-0.361, 0.351, -1.092)
H (-2.306, 0.721, 1.092)
H (-1.036, 1.730, 0.608)

=====

[4]
DFT (ωB97M-V with the def2-TZVPD basis set) results for a structure of composition C7H10O.

## Properties
- relative energy (zero: lowest compared OMol25 entry of this formula, charge and spin) (eV) = 4.784
- net charge = 0
- HOMO (eV) = -9.12
- gap between HOMO and LUMO (eV) = 9.6
- lowest unoccupied orbital energy (eV) = 0.50

Geometry (Å):
C (-0.293, 1.516, 0.820)
C (0.664, 0.687, 1.479)
C (1.766, 0.220, 0.651)
C (1.475, 0.401, -0.832)
C (0.415, 1.164, -1.368)
C (-0.334, 2.015, -0.523)
C (-1.055, -2.271, -0.109)
H (-0.947, 1.827, 1.649)
H (0.450, 0.348, 2.595)
H (2.386, -0.598, 1.004)
H (2.154, -0.147, -1.349)
H (0.039, 1.382, -2.366)
H (-0.913, 2.824, -1.037)
H (-1.632, -0.481, -0.020)
H (-1.742, -3.043, -0.750)
H (-0.604, -1.663, -0.935)
H (-0.125, -2.708, 0.302)
O (-1.704, -1.472, 0.786)

=====

[5]
DFT (ωB97M-V with the def2-TZVPD basis set) results for a structure of composition C22H31N3P2Pr.

## Properties
- relative energy (zero: lowest compared OMol25 entry of this formula, charge and spin) (eV) = 0.349
- net charge = +1
- HOMO (spin up / spin down) (eV) = -9.04 / -9.01
- multiplicity = 3
- gap between HOMO and LUMO (spin up / spin down) (eV) = 6.2 / 6.2
- lowest unoccupied orbital energy (spin up / spin down) (eV) = -2.83 / -2.82

Geometry (Å):
C (0.736, -2.285, -3.922)
C (0.775, -1.323, -2.919)
C (-0.384, -0.459, -2.744)
C (-1.566, -0.606, -3.498)
C (-1.526, -1.570, -4.505)
C (-0.401, -2.372, -4.738)
C (-2.712, 0.371, -3.446)
C (-2.372, 1.551, -2.537)
C (-1.153, 1.651, -1.818)
C (-0.757, 2.885, -1.163)
C (-1.589, 3.992, -1.281)
C (-2.748, 3.895, -2.028)
C (-3.144, 2.712, -2.657)
H (1.615, -2.885, -4.110)
H (-2.427, -1.708, -5.095)
H (-0.411, -3.125, -5.533)
H (-2.754, 0.770, -4.455)
H (-1.275, 4.919, -0.813)
H (-3.382, 4.775, -2.102)
H (-4.077, 2.662, -3.226)
N (-0.334, 0.501, -1.720)
Pr (-0.663, -0.289, 0.443)
C (1.992, -1.177, -2.007)
H (2.313, -0.114, -1.895)
H (2.852, -1.726, -2.443)
C (0.605, 3.006, -0.456)
H (1.462, 2.670, -1.070)
H (0.784, 4.053, -0.198)
P (1.555, -1.904, -0.333)
P (0.683, 2.049, 1.109)
C (-0.410, 3.022, 2.224)
H (-0.659, 2.441, 3.127)
H (0.143, 3.933, 2.483)
H (-1.347, 3.272, 1.714)
C (2.343, 2.348, 1.799)
H (2.480, 3.420, 2.010)
H (2.445, 1.753, 2.721)
H (3.093, 1.992, 1.078)
C (1.717, -3.665, -0.663)
H (2.697, -3.908, -1.069)
H (1.546, -4.185, 0.277)
H (0.933, -3.946, -1.357)
C (3.269, -1.582, 0.423)
H (3.263, -1.937, 1.462)
H (4.084, -2.112, -0.121)
H (3.524, -0.510, 0.448)
H (-3.679, -0.120, -3.295)
H (-0.064, -2.140, -0.345)
C (0.198, -2.806, 5.301)
N (-0.729, -1.685, 5.015)
C (-1.467, -0.997, 6.103)
C (-0.702, -1.129, 3.850)
N (-0.715, -0.616, 2.769)
H (-0.012, -3.201, 6.294)
H (1.241, -2.470, 5.266)
H (0.061, -3.606, 4.566)
H (-0.990, -0.027, 6.313)
H (-2.497, -0.828, 5.765)
H (-1.465, -1.630, 6.999)

=====

[6]
DFT (ωB97M-V with the def2-TZVPD basis set) results for a cluster of 5 separate species, C20H52BFI2NO22P4S in total.

## Properties
- net charge = -1
- HOMO (eV) = -4.68
- gap between HOMO and LUMO (eV) = 4.4
- lowest unoccupied orbital energy (eV) = -0.33

Geometry (Å):
C (1.472, 0.303, 4.452)
C (2.834, -0.138, 3.841)
O (3.851, 0.130, 4.828)
C (3.245, 0.669, 2.599)
C (2.845, 0.028, 1.252)
N (1.488, 0.495, 0.982)
O (3.841, 0.382, 0.330)
B (3.543, -0.410, -0.842)
I (2.161, 0.590, -2.355)
C (4.778, -0.953, -1.781)
C (6.154, -0.302, -1.495)
C (6.999, -0.406, -2.827)
S (8.706, -0.900, -2.599)
O (9.546, 0.220, -2.260)
O (9.165, -1.447, -3.856)
O (8.806, -2.056, -1.485)
O (2.987, -1.671, -0.245)
C (2.844, -1.546, 1.100)
F (1.700, -2.177, 1.489)
I (4.591, -2.618, 1.895)
H (1.613, 0.338, 5.542)
H (1.186, 1.319, 4.158)
H (0.666, -0.421, 4.280)
H (2.787, -1.222, 3.685)
H (3.672, -0.405, 5.609)
H (2.720, 1.631, 2.650)
H (4.321, 0.857, 2.615)
H (0.993, 0.433, 1.868)
H (0.980, -0.125, 0.357)
H (4.868, -2.046, -1.715)
H (4.542, -0.733, -2.830)
H (6.098, 0.753, -1.215)
H (6.720, -0.865, -0.742)
H (6.925, 0.510, -3.418)
H (6.516, -1.184, -3.430)
H (9.761, -2.205, -1.377)
C (-3.758, 0.530, 9.950)
O (-2.454, 0.517, 9.346)
P (-2.388, 0.903, 7.694)
O (-1.034, 0.305, 7.452)
O (-2.288, 2.489, 8.043)
C (-1.436, 2.933, 9.088)
O (-2.739, 1.325, 6.112)
C (-3.421, 0.327, 5.329)
H (-3.644, 0.325, 11.012)
H (-4.234, 1.508, 9.825)
H (-4.390, -0.243, 9.508)
H (-0.577, 2.277, 9.224)
H (-1.998, 3.006, 10.021)
H (-1.081, 3.930, 8.827)
H (-4.389, 0.089, 5.773)
H (-2.813, -0.576, 5.253)
H (-3.584, 0.734, 4.335)
C (5.348, -1.303, -8.681)
O (5.019, -1.615, -7.318)
P (3.527, -2.366, -7.057)
O (3.376, -2.034, -5.613)
O (4.147, -3.844, -7.317)
C (5.374, -4.209, -6.696)
O (2.013, -3.004, -7.377)
C (1.016, -2.054, -7.786)
H (6.351, -0.883, -8.700)
H (5.327, -2.205, -9.302)
H (4.649, -0.566, -9.081)
H (5.524, -3.694, -5.748)
H (6.207, -3.998, -7.368)
H (5.348, -5.283, -6.514)
H (1.315, -1.561, -8.713)
H (0.855, -1.311, -7.003)
H (0.090, -2.596, -7.964)
C (-5.228, -3.804, -0.471)
O (-4.541, -2.736, 0.198)
P (-3.026, -2.319, -0.427)
O (-2.487, -1.612, 0.772)
O (-3.642, -1.298, -1.524)
C (-4.625, -0.350, -1.130)
O (-1.650, -2.453, -1.359)
C (-0.872, -3.645, -1.135)
H (-6.205, -3.926, -0.007)
H (-5.365, -3.574, -1.532)
H (-4.671, -4.738, -0.369)
H (-4.521, -0.052, -0.087)
H (-5.621, -0.762, -1.300)
H (-4.515, 0.531, -1.759)
H (-1.461, -4.534, -1.368)
H (-0.528, -3.686, -0.100)
H (-0.012, -3.611, -1.799)
C (-8.334, 6.234, -0.125)
O (-8.199, 4.809, -0.269)
P (-6.872, 4.269, -1.174)
O (-7.442, 2.911, -1.454)
O (-5.877, 4.268, 0.101)
C (-6.317, 3.744, 1.347)
O (-5.558, 4.170, -2.206)
C (-5.778, 4.627, -3.549)
H (-9.186, 6.432, 0.522)
H (-7.436, 6.666, 0.326)
H (-8.515, 6.699, -1.097)
H (-7.063, 2.959, 1.221)
H (-6.723, 4.546, 1.965)
H (-5.449, 3.328, 1.857)
H (-6.054, 5.682, -3.554)
H (-6.560, 4.034, -4.029)
H (-4.848, 4.508, -4.099)

=====

> The highest net charge belongs to which entry?

C22H31N3P2Pr

=====

> Which formula does entry 5 have?

C22H31N3P2Pr

=====

> Among the records above, which one has the highest net charge?

C22H31N3P2Pr

=====

> What is the formula in the fifth record?

C22H31N3P2Pr